# 1
{"formula": "C4H8NOS", "method": "the ωB97M-V functional and the def2-TZVPD basis", "species": ["C", "C", "C", "C", "N", "O", "S", "H", "H", "H", "H", "H", "H", "H", "H"], "positions_angstrom": [[1.534813, -1.088031, -0.532922], [-0.427799, 0.933837, 0.025902], [1.047866, 1.365344, 0.382643], [-1.881376, -1.109977, -0.053125], [-0.713780, -0.445182, 0.339255], [2.367595, -0.952324, 0.593078], [2.284235, 0.397464, -0.468665], [1.752861, -1.958232, -1.159170], [-1.045998, 1.442347, 0.738982], [-0.572287, 1.309330, -1.007851], [1.072690, 2.401156, -0.109497], [1.420473, 1.323417, 1.457657], [-1.953827, -2.105576, 0.387471], [-2.330212, -1.230130, -1.043364], [-2.555247, -0.283447, 0.449600]], "forces_ev_per_angstrom": [[-1.44, -2.61, 1.19], [1.15, -0.90, -0.11], [-0.97, 1.27, -0.34], [-1.89, 1.37, 0.93], [3.21, -0.35, -0.82], [-0.52, 1.03, -1.45], [1.08, 0.85, 0.83], [-0.24, 0.45, -0.24], [-0.52, 0.97, 0.23], [-0.49, -0.43, 0.40], [0.64, -1.14, 1.20], [-0.84, 0.28, -1.24], [0.01, 0.40, 0.49], [0.80, 0.72, -0.59], [0.02, -1.92, -0.47]], "nbo_charge": [-0.0506, -0.2758, -0.6064, -0.4600, -0.2437, -0.4732, 1.0924, 0.2516, 0.2590, 0.2061, 0.2798, 0.3016, 0.2353, 0.2311, 0.2528], "charge": 1, "e_above_lowest_ev": 6.716, "e_homo_ev": [-13.665, -13.446], "orbital_gap_ev": [8.07, 7.62], "lumo_energy_ev": [-5.6, -5.8]}

# 2
{"formula": "C4H8NPS", "method": "the ωB97M-V functional and the def2-TZVPD basis", "species": ["C", "C", "C", "C", "N", "P", "S", "H", "H", "H", "H", "H", "H", "H", "H"], "positions_angstrom": [[0.682880, 1.030689, 0.131131], [-1.816373, 1.104829, 0.092589], [-2.063021, -0.279028, 0.764635], [2.266555, -0.975812, -0.885877], [-0.398608, 1.474182, -0.085136], [1.863619, -0.218494, 0.676059], [-1.220551, -1.713980, -0.036468], [-2.272830, 1.012004, -0.997986], [-2.318931, 1.971931, 0.667893], [-1.769770, -0.475605, 1.842415], [-3.219895, -0.279997, 0.751000], [3.377167, -1.234541, -0.757070], [2.239611, -0.378353, -1.803006], [1.687787, -1.831135, -1.197531], [2.962354, 0.793309, 0.837355]], "forces_ev_per_angstrom": [[-3.81, 0.32, -0.44], [-1.74, 0.70, -1.00], [-0.38, -1.04, 0.68], [2.51, -0.21, -1.54], [2.70, -1.41, 1.02], [0.32, 1.24, 0.80], [-0.21, 1.25, -0.06], [1.04, 0.45, 2.24], [0.80, -1.33, -1.03], [-0.33, 1.37, -1.04], [1.63, -0.36, -0.19], [-1.47, -0.03, -0.26], [0.04, 0.51, 0.47], [-0.29, -0.49, 0.83], [-0.81, -0.97, -0.49]], "nbo_charge": [0.2543, -0.2686, -0.5751, -0.9758, -0.2957, 0.7066, -0.5327, 0.2516, 0.2324, 0.2291, 0.2241, 0.2435, 0.2535, 0.2869, -0.0339], "charge": 0, "e_above_lowest_ev": 3.561, "e_homo_ev": [-6.802, -6.802], "orbital_gap_ev": [5.60, 5.60], "lumo_energy_ev": [-1.2, -1.2]}

# 3
{"formula": "C4H8NS", "method": "the ωB97M-V functional and the def2-TZVPD basis", "species": ["C", "C", "C", "C", "N", "S", "H", "H", "H", "H", "H", "H", "H", "H"], "positions_angstrom": [[-2.855982, -0.626418, -0.580825], [-2.301130, 0.522275, 0.179630], [2.752936, 0.503709, 0.052138], [1.387419, -0.020662, 0.098245], [-1.603016, -0.671262, -0.354722], [1.041424, -1.608298, 0.000140], [-3.483983, -1.456654, -0.785827], [-2.086796, 1.519090, -0.067536], [-2.367061, 0.406303, 1.216233], [2.806390, 1.084525, 1.034326], [3.553071, -0.250974, 0.064322], [2.815118, 1.135083, -0.821933], [0.640628, 0.783917, 0.219101], [-0.299018, -1.320629, -0.253286]], "forces_ev_per_angstrom": [[3.05, 0.28, 1.22], [-0.54, -1.64, 0.49], [0.28, -0.24, 2.14], [0.35, 0.09, -0.15], [-1.84, 0.49, -1.39], [1.34, 0.03, -0.07], [-1.14, 0.02, -0.67], [0.00, 1.02, -1.47], [-0.48, 0.24, 1.67], [0.35, -0.11, -1.41], [-0.43, 0.21, -0.19], [0.23, 0.60, -0.07], [-0.10, -0.82, -0.35], [-1.07, -0.16, 0.27]], "nbo_charge": [0.1845, -0.2614, -0.6984, -0.1187, -0.4053, 0.3664, 0.2504, 0.2154, 0.1887, 0.2750, 0.2554, 0.2812, 0.2356, 0.2315], "charge": 1, "e_above_lowest_ev": 3.283, "e_homo_ev": -14.734, "orbital_gap_ev": 9.31, "lumo_energy_ev": -5.4}

# 4
{"formula": "C4H8NS", "method": "the ωB97M-V functional and the def2-TZVPD basis", "species": ["C", "C", "C", "C", "N", "S", "H", "H", "H", "H", "H", "H", "H", "H"], "positions_angstrom": [[0.185891, -0.836417, -0.766641], [0.507043, -1.502511, 0.307206], [-2.629614, -0.033122, 0.056481], [1.443468, 1.214478, 0.392396], [-1.943762, 0.818570, -0.229397], [0.742150, 0.853755, -1.245635], [1.377262, -1.096271, 0.970619], [-0.068609, -2.449489, 0.465366], [-0.563007, -1.250039, -1.320433], [-3.179504, -0.883724, 0.384924], [2.364106, 0.649394, 0.638234], [0.708692, 1.104008, 1.062872], [-0.627380, 1.198663, -1.082667], [1.683266, 2.212705, 0.366670]], "forces_ev_per_angstrom": [[1.40, 1.14, 0.27], [2.01, 0.16, 1.64], [-0.71, -0.98, 0.60], [2.08, -0.59, -2.31], [-0.07, 1.29, -0.34], [0.18, -2.12, 0.59], [-2.04, -1.49, -0.86], [1.07, 0.87, 0.26], [-1.78, -0.47, -2.17], [-0.36, -0.08, 0.01], [-0.70, 0.11, -0.60], [-2.65, -0.74, 2.62], [0.77, 0.44, 0.41], [0.80, 2.46, -0.11]], "nbo_charge": [-0.3434, -0.3520, 0.2380, -0.7069, -0.3984, 0.5684, 0.2286, 0.2538, 0.2232, 0.2652, 0.2710, 0.2386, 0.2597, 0.2542], "charge": 1, "e_above_lowest_ev": 2.437, "e_homo_ev": -15.044, "orbital_gap_ev": 11.58, "lumo_energy_ev": -3.5}

# 5
{"formula": "C4H8NS2", "method": "the ωB97M-V functional and the def2-TZVPD basis", "species": ["C", "C", "C", "C", "N", "S", "S", "H", "H", "H", "H", "H", "H", "H", "H"], "positions_angstrom": [[-0.138094, -0.194989, 0.040227], [-0.099910, 1.138900, 0.018897], [1.580847, 1.664250, -0.020607], [-1.140174, 2.172972, 0.014572], [-0.057304, -3.084939, -0.016413], [1.274163, -1.185284, 0.024288], [2.626193, 0.422442, -0.015278], [-1.059363, -0.751305, 0.077001], [1.831382, 2.705531, -0.053822], [-1.062741, 2.786507, -0.880895], [-1.019849, 2.828287, 0.876679], [-2.127601, 1.719556, 0.048093], [-0.611319, -3.166527, -0.863213], [-0.654700, -3.248839, 0.789257], [0.658476, -3.806569, -0.038782]], "forces_ev_per_angstrom": [[0.29, -0.05, 0.01], [5.49, 1.50, -0.15], [-4.97, -2.26, 0.11], [-0.28, 0.22, 0.07], [-0.36, -0.24, 0.01], [0.74, 0.26, 0.00], [-0.60, 0.43, 0.02], [-0.14, 0.00, -0.02], [0.27, 0.35, 0.00], [-0.06, 0.02, -0.07], [-0.09, 0.01, 0.03], [-0.08, 0.04, 0.01], [-0.05, -0.14, 0.05], [0.01, -0.13, -0.09], [-0.15, -0.01, 0.03]], "nbo_charge": [-0.4069, 0.0567, -0.3112, -0.6699, -1.0315, 0.3937, 0.4928, 0.2707, 0.2606, 0.2515, 0.2512, 0.2482, 0.3960, 0.3976, 0.4005], "charge": 1, "e_above_lowest_ev": 0.839, "e_homo_ev": -13.612, "orbital_gap_ev": 8.57, "lumo_energy_ev": -5.0}

# 6
{"formula": "C4H8O", "method": "the ωB97M-V functional and the def2-TZVPD basis", "species": ["C", "C", "C", "C", "O", "H", "H", "H", "H", "H", "H", "H", "H"], "positions_angstrom": [[-1.963534, -0.629554, -0.307430], [-0.779015, 0.169978, -0.574284], [0.194737, 0.347936, 0.409816], [1.672894, 0.818852, 0.095236], [2.433483, -0.460004, 0.170874], [-2.349736, -0.274365, 0.683048], [-1.858575, -1.708694, -0.209711], [-2.824796, -0.405482, -0.933844], [-0.408773, 0.306223, -1.582000], [-0.113613, 0.157784, 1.434371], [1.885234, 1.178689, -0.900653], [1.872349, 1.547479, 0.783408], [2.239344, -1.048836, 0.931165]], "forces_ev_per_angstrom": [[-2.52, 0.82, 1.75], [4.48, -0.47, 1.89], [-1.36, 1.11, -3.50], [-2.70, -4.71, -0.23], [0.41, 0.99, 0.21], [0.26, -0.55, -0.41], [0.38, 0.01, -0.34], [0.15, -0.17, -0.50], [-0.32, 0.24, -0.27], [0.46, -0.02, 0.14], [-0.43, -0.02, -0.26], [1.46, 1.62, 2.03], [-0.27, 1.15, -0.50]], "nbo_charge": [-0.6616, -0.1812, -0.2027, -0.0808, -0.7437, 0.2121, 0.2263, 0.2164, 0.1943, 0.1876, 0.1919, 0.1675, 0.4739], "charge": 0, "e_above_lowest_ev": 1.865, "e_homo_ev": -9.167, "orbital_gap_ev": 10.17, "lumo_energy_ev": 1.0, "smiles": "C/C=C/CO"}

Number 1: E -684.87991 Ha. Number 2: E -951.35964 Ha. Number 3: E -609.74931 Ha. Number 4: E -609.78039 Ha. Number 5: E -1008.04091 Ha. Number 6: E -232.37708 Ha.